(1)
DFT (ωB97M-V/def2-TZVPD) results for C17H24B3F8N7O8Pb as an isolated structure at a distorted geometry.

The geometry in XYZ format:
```
68
Properties=species:S:1:pos:R:3:lowdin_charge:R:1
Pb 0.017 -0.463 0.637 1.593
C 4.127 -2.499 0.874 -0.007
C 3.564 -1.119 0.584 -0.275
N 3.434 -0.672 -0.617 0.128
O 3.855 -1.583 -1.521 0.092
B 3.594 -1.617 -2.850 -0.797
F 3.431 -0.647 -3.710 0.288
F 3.768 -2.895 -3.307 0.200
O 0.868 -1.315 -2.897 0.031
N 0.560 -0.188 -3.238 0.018
C -0.379 0.285 -3.971 -0.212
C -1.463 -0.521 -4.700 0.006
C -0.440 1.779 -4.060 -0.286
N 0.716 2.299 -4.022 0.157
O 0.689 3.723 -3.975 0.111
B 1.792 4.312 -3.462 -0.811
F 1.759 5.542 -2.983 0.263
F 2.959 3.727 -3.704 0.246
O 3.374 -0.054 3.899 0.087
N 3.299 -0.602 2.837 -0.017
C 3.163 -0.161 1.635 -0.332
C 2.852 1.262 1.378 -0.030
C -1.689 2.499 -4.300 0.001
H 3.913 -3.200 0.065 0.085
H 5.242 -2.487 0.972 0.111
H 3.756 -2.955 1.798 0.064
H -1.237 -1.598 -4.770 0.090
H -2.396 -0.353 -4.188 0.055
H -1.546 -0.151 -5.752 0.098
H 3.081 1.927 2.218 0.097
H 3.516 1.540 0.547 0.099
H 1.848 1.505 1.019 0.035
H -1.802 2.589 -5.347 0.083
H -2.549 1.934 -3.841 0.112
H -1.573 3.507 -3.924 0.085
O -1.573 0.447 5.553 0.118
C -1.050 0.283 4.317 -0.431
O -0.184 -0.545 4.050 0.065
C -1.680 1.239 3.352 -0.207
C -2.834 1.908 3.682 0.013
C -3.320 2.899 2.849 -0.016
C -2.718 3.063 1.634 0.028
C -1.708 2.174 1.268 -0.161
N -1.167 1.307 2.134 0.088
C -1.116 2.330 -0.191 -0.611
O -1.444 3.295 -0.835 0.089
O -0.381 1.371 -0.586 -0.224
H -1.200 -0.244 6.103 0.128
H -3.351 1.674 4.663 0.147
H -4.128 3.549 3.091 0.113
H -2.986 3.756 0.843 0.131
N -1.838 -1.982 1.833 -0.041
C -1.542 -3.405 1.717 -0.267
C -0.304 -3.754 2.519 -0.267
N 0.901 -2.959 2.126 -0.054
H -1.927 -1.703 2.785 0.057
H -2.709 -1.704 1.364 0.070
H -1.340 -3.702 0.649 0.132
H -2.401 -4.083 2.034 0.136
H -0.132 -4.845 2.336 0.117
H -0.443 -3.561 3.612 0.120
H 1.402 -3.415 1.336 0.077
H 1.610 -2.864 2.860 0.062
F -3.419 -0.282 -2.133 0.149
B -2.959 -0.730 -0.900 -1.183
F -3.752 -1.798 -0.440 0.113
F -2.819 0.209 0.138 0.107
F -1.586 -1.280 -1.088 -0.065
```

Orbital gap (spin up / spin down) (eV): 7.57 / 7.82
Relative energy (zero: lowest compared OMol25 entry of this formula, charge and spin) (kJ/mol): 218.4
LUMO energy (spin up / spin down) (hartree): -0.051 / -0.031
Spin multiplicity: 1

***

(2)
DFT (ωB97M-V/def2-TZVPD) results for C14H10F5NTi as an isolated structure at a distorted geometry.

The geometry in XYZ format:
```
31
Properties=species:S:1:pos:R:3:mulliken_spin:R:1
C 2.392 -1.359 -1.338 0.068
C 2.814 -0.292 -0.481 -0.023
C 2.202 0.914 -0.928 -0.029
C 1.385 0.626 -2.046 -0.022
C 1.492 -0.778 -2.317 -0.020
Ti 0.171 -1.221 -0.488 1.342
C 1.072 -1.064 2.287 0.033
C 0.877 -2.436 2.579 -0.021
C 0.470 -3.740 2.198 0.022
N -0.819 -2.001 -2.105 -0.373
H 2.457 1.921 -0.576 -0.002
H 3.601 -0.363 0.281 -0.003
H 0.836 1.360 -2.646 -0.001
H 1.113 -1.266 -3.208 0.002
H 2.778 -2.378 -1.326 0.012
H 2.077 -0.641 2.056 -0.003
H -1.048 -2.732 -1.374 0.023
H 0.493 -0.219 2.646 -0.001
H 0.520 -4.673 2.911 0.003
H 0.037 -4.139 1.195 -0.002
F 0.393 3.099 -0.225 0.001
C -0.816 2.497 -0.081 0.043
C -0.928 1.097 0.013 0.065
C -2.216 0.736 0.375 -0.100
F -2.472 -0.570 0.692 -0.007
C -3.323 1.600 0.507 -0.012
F -4.520 1.080 0.843 0.000
C -3.185 2.972 0.318 0.004
F -4.237 3.818 0.439 0.001
C -1.902 3.415 0.009 0.000
F -1.714 4.737 -0.211 -0.001
```

Orbital gap (spin up / spin down) (eV): 5.92 / 6.40
Relative energy (zero: lowest compared OMol25 entry of this formula, charge and spin) (kJ/mol): 147.2
Net charge: -1
LUMO energy (spin up / spin down) (hartree): 0.085 / 0.085
Spin multiplicity: 2

***

(3)
DFT (ωB97M-V/def2-TZVPD) results for a 2-piece molecular cluster, C5H10NO2 overall at a distorted geometry.

The geometry in XYZ format:
```
18
Properties=species:S:1:pos:R:3:mulliken_spin:R:1
O 1.300 0.256 0.732 0.007
C 0.400 -0.017 1.592 -0.001
O -0.668 -0.582 1.312 0.009
C 0.723 0.308 3.044 0.002
H -0.052 0.888 3.538 0.000
H 0.788 -0.641 3.571 -0.001
H 1.678 0.815 3.089 0.000
C 0.108 1.812 -1.528 0.420
C -0.331 0.605 -2.005 0.006
N 0.060 -0.542 -1.458 0.493
C -0.860 -1.672 -1.461 -0.006
H 0.755 1.853 -0.657 0.042
H -0.202 2.717 -2.025 0.017
H -0.985 0.508 -2.865 0.008
H 0.544 -0.393 -0.490 -0.033
H -1.747 -1.438 -0.885 0.025
H -1.145 -1.944 -2.483 0.011
H -0.367 -2.531 -1.021 -0.001
```

Orbital gap (spin up / spin down) (eV): 9.40 / 6.01
Relative energy (zero: lowest compared OMol25 entry of this formula, charge and spin) (kJ/mol): 47.0
LUMO energy (spin up / spin down) (hartree): 0.026 / -0.097
Spin multiplicity: 2

***

(4)
DFT (ωB97M-V/def2-TZVPD) results for C29H23N4ORhS as an isolated structure at a distorted geometry.

The geometry in XYZ format:
```
59
Properties=species:S:1:pos:R:3:lowdin_charge:R:1
Rh 0.331 -1.541 -0.021 1.085
C -1.383 1.347 4.218 -0.028
C -0.144 0.782 4.507 -0.034
C 0.331 -0.267 3.751 -0.006
C -0.425 -0.733 2.659 -0.271
C -1.662 -0.147 2.357 -0.017
C -2.142 0.872 3.153 -0.055
N 0.028 -1.795 1.886 0.009
C 0.559 -2.933 2.420 -0.185
C 0.433 -3.357 3.751 0.039
C 0.972 -4.572 4.118 -0.005
C 1.626 -5.385 3.186 0.008
C 1.760 -4.996 1.862 0.039
C 1.229 -3.775 1.482 -0.156
N 1.271 -3.213 0.225 -0.095
N 1.888 -3.731 -0.746 0.158
C 1.746 -3.044 -1.907 -0.278
C 2.418 -3.453 -3.062 0.047
C 2.182 -2.781 -4.238 0.002
C 1.244 -1.748 -4.256 0.012
C 0.618 -1.377 -3.083 -0.082
N 0.893 -1.964 -1.913 -0.025
H -1.760 2.156 4.830 0.123
H 0.446 1.158 5.331 0.124
H 1.294 -0.719 3.953 0.130
H -2.243 -0.547 1.536 0.120
H -3.117 1.297 2.954 0.124
H -0.090 -2.741 4.470 0.132
H 0.881 -4.903 5.144 0.131
H 2.034 -6.336 3.502 0.132
H 2.264 -5.611 1.129 0.131
H 3.103 -4.286 -2.993 0.135
H 2.696 -3.063 -5.147 0.133
H 1.003 -1.231 -5.175 0.130
H -0.133 -0.600 -3.075 0.100
O -0.003 0.488 -0.364 -0.659
S 0.464 1.564 -1.344 1.075
C 0.333 3.105 -0.440 -0.373
C 1.074 4.180 -0.905 -0.073
C 0.974 5.393 -0.241 -0.048
C 0.154 5.509 0.872 -0.046
C -0.573 4.416 1.325 -0.050
C -0.485 3.198 0.670 -0.066
C -0.911 1.794 -2.481 -0.404
C -0.642 2.309 -3.741 -0.082
C -1.694 2.476 -4.630 -0.051
C -2.982 2.116 -4.260 -0.045
C -3.232 1.597 -2.995 -0.046
C -2.191 1.433 -2.094 -0.071
H 1.718 4.077 -1.771 0.116
H 1.545 6.243 -0.591 0.120
H 0.087 6.455 1.393 0.119
H -1.216 4.510 2.191 0.113
H -1.037 2.335 1.009 0.087
H 0.369 2.578 -4.024 0.116
H -1.503 2.880 -5.615 0.119
H -3.797 2.239 -4.960 0.119
H -4.238 1.321 -2.707 0.118
H -2.366 1.025 -1.106 0.106
```

Orbital gap (spin up / spin down) (eV): 5.33 / 5.36
Net charge: +2
LUMO energy (spin up / spin down) (hartree): -0.326 / -0.325
Spin multiplicity: 1

***

(5)
DFT (ωB97M-V/def2-TZVPD) results for one molecule with the formula C22H31N3OS2.

The geometry in XYZ format:
```
59
Properties=species:S:1:pos:R:3:lowdin_charge:R:1
C -4.233 -3.476 -1.970 -0.083
O -3.962 -3.747 -0.615 -0.081
C -2.880 -3.155 -0.044 -0.267
C -2.577 -3.558 1.259 -0.009
C -1.486 -3.024 1.911 -0.076
C -0.679 -2.088 1.285 -0.053
C -0.991 -1.669 -0.001 -0.282
N -0.191 -0.690 -0.624 0.080
C 0.404 -0.862 -1.832 -0.760
S 0.240 -2.279 -2.683 0.697
N 1.129 0.176 -2.321 -0.121
C 1.292 1.407 -1.582 -0.149
C 2.261 1.302 -0.391 -0.148
C 1.837 2.265 0.721 -0.189
N 0.493 1.936 1.198 -0.195
C -0.421 3.068 1.140 -0.195
C -1.842 2.618 1.459 -0.152
C -1.906 2.035 2.869 -0.392
C -3.308 1.540 3.205 -0.068
C -0.890 0.898 2.949 -0.156
C 0.502 1.373 2.541 -0.189
C 1.944 0.011 -3.510 -0.216
C 3.383 -0.169 -3.160 -0.517
C 3.975 -1.268 -2.619 -0.126
C 5.351 -1.083 -2.358 -0.183
C 5.786 0.156 -2.699 -0.418
S 4.523 1.127 -3.347 1.015
C -2.094 -2.192 -0.663 -0.010
H -3.367 -3.694 -2.602 0.097
H -5.057 -4.133 -2.244 0.092
H -4.539 -2.434 -2.118 0.095
H -3.205 -4.297 1.728 0.115
H -1.248 -3.350 2.913 0.105
H 0.200 -1.703 1.781 0.107
H 0.114 0.067 -0.020 0.099
H 1.652 2.164 -2.282 0.126
H 0.311 1.725 -1.219 0.114
H 3.278 1.537 -0.706 0.094
H 2.269 0.280 -0.007 0.117
H 1.854 3.284 0.325 0.122
H 2.566 2.222 1.539 0.121
H -0.386 3.493 0.134 0.116
H -0.121 3.857 1.853 0.130
H -2.147 1.854 0.741 0.122
H -2.519 3.469 1.366 0.118
H -1.625 2.817 3.585 0.141
H -3.339 1.137 4.214 0.077
H -3.608 0.755 2.514 0.081
H -4.027 2.353 3.138 0.076
H -1.214 0.095 2.285 0.089
H -0.843 0.499 3.964 0.123
H 1.198 0.529 2.552 0.117
H 0.861 2.117 3.275 0.128
H 1.814 0.888 -4.151 0.120
H 1.574 -0.877 -4.031 0.054
H 3.441 -2.181 -2.425 0.103
H 5.987 -1.842 -1.939 0.101
H 6.773 0.566 -2.619 0.057
H -2.309 -1.847 -1.660 0.086
```

Orbital gap (eV): 8.27
Relative energy (zero: lowest compared OMol25 entry of this formula, charge and spin) (kJ/mol): 0.0
LUMO energy (hartree): 0.023
Spin multiplicity: 1
SMILES: COc1cccc(NC(=S)N(CCCN2CCC(C)CC2)Cc2cccs2)c1

***

(6)
DFT (ωB97M-V/def2-TZVPD) results for an isolated ion of composition C7H21N3O2 and charge +2 at a distorted geometry.

The geometry in XYZ format:
```
33
Properties=species:S:1:pos:R:3:lowdin_charge:R:1
C -0.853 2.623 -0.971 0.009
N -0.641 1.092 -1.025 -0.045
C -0.294 0.255 0.172 -0.398
C -1.232 0.573 1.292 -0.170
O -2.558 0.736 0.745 -0.083
C 1.151 0.437 0.692 -0.123
C 2.221 0.055 -0.308 -0.144
N 3.601 0.328 0.285 0.201
C -0.573 -1.321 -0.300 -0.422
C -0.801 -2.379 0.749 0.008
N -1.896 -1.149 -1.114 0.266
O 0.348 -1.578 -1.313 0.011
H -1.685 2.864 -0.423 0.043
H -0.082 3.106 -0.263 0.109
H -0.818 2.865 -1.977 0.073
H -0.012 0.932 -1.814 0.109
H -0.920 1.558 1.833 0.177
H -1.397 -0.396 1.927 0.150
H -3.088 1.224 1.426 0.151
H 1.154 1.555 0.993 0.157
H 1.127 -0.244 1.552 0.131
H 1.998 0.517 -1.345 0.164
H 2.158 -1.088 -0.473 0.152
H 4.487 0.038 -0.108 0.176
H 3.548 -0.198 1.172 0.172
H 3.550 1.324 0.644 0.198
H -0.857 -3.375 0.362 0.093
H 0.039 -2.319 1.587 0.149
H -1.701 -2.315 1.418 0.118
H -2.558 -1.862 -0.967 0.152
H -1.559 -1.226 -2.044 0.150
H -2.072 -0.165 -0.769 0.128
H 0.215 -2.468 -1.638 0.136
```

Orbital gap (eV): 9.96
Relative energy (zero: lowest compared OMol25 entry of this formula, charge and spin) (kJ/mol): 0.0
Net charge: +2
LUMO energy (hartree): -0.229
Spin multiplicity: 1
SMILES: CN[C@](CO)(CC[NH3+])[C@@](C)([NH3+])O

***

For reference, E by record: -73854.911, -52866.295, -10930.202, -52281.016, -51505.698, -16146.903 eV.